## a
{
  "formula": "H4O2",
  "method": "ωB97M-V/def2-TZVPD",
  "smiles": "O.O",
  "elements": ["O", "H", "H", "O", "H", "H"],
  "coordinates": [[8.0335, 6.8627, -7.9141], [7.6157, 6.4726, -8.6885], [7.3006, 7.2576, -7.4325], [5.1001, 5.4659, -8.1458], [4.5008, 5.7207, -7.4377], [5.6298, 4.7530, -7.7743]]
}

***

## b
{
  "formula": "H4O2",
  "method": "ωB97M-V/def2-TZVPD",
  "smiles": "O.O",
  "elements": ["O", "H", "H", "O", "H", "H"],
  "coordinates": [[-17.8242, -19.5903, 8.6104], [-18.7606, -19.7682, 8.5227], [-17.4842, -19.6484, 7.7175], [-15.2056, -14.4238, 5.8934], [-14.4494, -13.8376, 5.9189], [-14.9090, -15.2177, 6.3383]]
}

***

## c
{
  "formula": "H4O2",
  "method": "ωB97M-V/def2-TZVPD",
  "smiles": "O.O",
  "elements": ["O", "H", "H", "O", "H", "H"],
  "coordinates": [[-0.2954, 0.1610, -1.2167], [-0.1137, -0.6372, -1.8432], [-1.0459, 0.7385, -1.4310], [0.4965, -0.5309, 1.6189], [0.6998, 0.3136, 2.1213], [0.2588, -0.0449, 0.7508]]
}

***

## d
{
  "formula": "H4O2",
  "method": "ωB97M-V/def2-TZVPD",
  "smiles": "O.O",
  "elements": ["O", "H", "H", "O", "H", "H"],
  "coordinates": [[0.9497, -0.6591, 1.5048], [0.2629, -0.9756, 0.8598], [1.7793, -0.5261, 0.9466], [-0.9971, 0.5235, -0.7687], [-1.4270, 1.3977, -0.9224], [-0.5678, 0.2397, -1.6201]]
}

***

Order from most stable to least stable according to the calculation: a, b, d, c